Density functional theory data (wB97M-V/def2-TZVPD) for 10 unconnected molecules or ions with the total composition C85H177N9O12 in a non-equilibrium geometry.

Each line ends with the Mulliken spin population.
CARTESIAN COORDINATES (ANGSTROEM)
O 3.142 -4.589 -6.603  0.00
O 0.886 1.330 -0.071  0.00
O 0.140 -3.683 -0.939  0.00
O 9.001 -1.497 -0.944  0.00
O 4.148 -4.238 8.188  0.00
O -3.424 4.006 4.800  0.00
O -4.369 -0.702 -5.960  0.07
O -0.695 2.952 -0.579  0.00
O -1.391 0.934 0.300  0.00
O -6.871 -0.695 4.607  0.00
O 3.507 3.203 -1.214  0.00
O -5.776 5.300 0.714  0.00
N -2.715 3.241 5.720  0.00
N 2.928 4.391 -1.304  0.00
N 0.379 -5.031 -0.818  0.00
N -3.261 0.094 -6.002  0.69
N -6.378 -1.822 3.959  0.00
N 8.054 -0.646 -1.333  0.00
N -5.325 5.725 -0.617  0.00
N 3.887 -3.784 6.948  0.00
N 3.020 -3.545 -5.683  0.00
C -1.265 0.973 -4.720  0.06
C 2.575 -5.749 6.420  0.00
C -1.933 1.766 4.042  0.00
C -0.409 3.629 4.600  0.00
C 0.245 -7.787 0.222  0.00
C 6.518 0.212 -3.224  0.00
C -0.372 1.907 -0.022  0.00
C -5.768 -4.097 2.135  0.00
C -0.842 -5.872 -1.186  0.00
C 2.079 -2.540 -6.122  0.00
C -0.897 1.942 -5.957  -0.01
C 5.929 0.696 -0.860  0.00
C 2.709 -4.756 0.023  0.00
C -3.135 0.006 -8.453  0.02
C -7.515 6.554 -1.465  0.00
C 0.682 -4.851 1.625  0.00
C 2.772 6.835 -0.632  0.00
C -2.750 3.715 7.094  0.00
C 1.852 3.939 -3.488  0.00
C -2.765 0.513 -4.718  -0.02
C 1.522 -6.886 0.426  0.00
C -8.090 -3.230 5.249  0.00
C 4.375 -2.304 5.017  0.00
C -3.028 0.854 -7.241  -0.04
C -2.072 5.153 7.234  0.00
C 2.075 -1.300 -5.201  0.00
C 4.529 -4.733 -4.276  0.00
C 0.689 -3.082 -6.067  0.00
C 4.305 -1.277 7.295  0.00
C -6.624 -4.260 3.440  0.00
C -5.900 -0.748 1.679  0.00
C 2.896 4.898 -2.746  0.00
C 7.723 0.510 0.889  0.00
C -6.005 3.528 -1.857  0.00
C 0.809 -0.112 0.106  0.00
C -6.048 6.842 -1.075  0.00
C 4.296 4.612 -3.503  0.00
C 6.999 -0.221 -0.337  0.00
C 1.590 -3.580 7.496  0.00
C -2.701 -0.723 -3.767  0.01
C 4.571 -2.550 6.500  0.00
C 1.296 -5.342 0.241  0.00
C -7.361 -2.978 3.812  0.00
C 8.850 -0.316 -3.514  0.00
C 2.187 -1.568 -3.676  0.00
C -2.007 2.689 8.118  0.00
C 1.828 -0.466 1.214  0.00
C -6.020 8.009 -0.027  0.00
C -1.548 1.359 -7.244  0.03
C 2.581 -4.174 6.448  0.00
C 3.298 -2.702 -3.489  0.00
C -5.340 7.476 -2.315  0.00
C -4.076 2.022 -7.352  0.08
C 6.155 -1.311 0.285  0.00
C 3.196 -3.975 -4.304  0.00
C -0.692 -0.287 0.441  0.00
C 2.467 6.292 -2.888  0.00
C -0.644 2.120 7.643  0.00
C 7.217 -2.204 -3.174  0.00
C -4.238 3.805 7.488  0.00
C -1.179 -5.557 -2.679  0.00
C -4.197 -0.821 3.595  0.00
C 3.182 5.347 -0.186  0.00
C 2.304 -2.062 -7.581  0.00
C 2.851 -2.256 4.788  0.00
C 2.113 4.874 0.965  0.00
C -3.732 3.970 -0.991  0.00
C -0.455 -7.326 -1.094  0.00
C 4.707 5.256 0.194  0.00
C -4.965 4.661 -1.544  0.00
C 5.292 0.338 -2.251  0.00
C -5.279 6.444 -3.521  0.00
C 3.106 7.276 -2.022  0.00
C -8.560 -2.764 2.944  0.00
C 2.139 -4.952 -3.802  0.00
C -2.069 -5.564 -0.267  0.00
C 7.609 -0.833 -2.771  0.00
C -1.463 2.625 5.128  0.00
C 2.265 -3.602 5.061  0.00
C -3.623 1.733 -4.093  0.10
C -0.824 1.670 6.198  0.00
C 6.089 -2.696 6.685  0.00
C -4.520 5.187 -2.970  0.00
C -4.689 -2.996 2.406  0.00
C -5.334 -1.606 2.890  0.00
H -2.593 -0.928 -8.302  -0.01
H 4.181 7.420 -2.132  0.00
H 3.311 7.512 0.030  0.00
H 0.005 -2.736 -6.843  0.00
H -3.926 -1.227 4.569  0.00
H -2.420 5.890 6.511  0.00
H -3.449 2.728 -4.503  0.00
H -6.303 -3.853 1.218  0.00
H 6.503 -2.607 -2.456  0.00
H 2.585 -3.675 0.093  0.00
H 5.122 0.924 -0.164  0.00
H 6.773 -1.863 6.526  0.00
H 0.089 1.380 5.678  0.00
H -2.649 0.400 -9.346  0.00
H 1.926 3.823 -4.570  0.00
H 3.258 -2.917 -2.421  0.00
H 1.272 -4.320 -3.610  0.00
H 5.360 -4.130 -4.641  0.00
H 4.792 -3.021 4.309  0.00
H 7.961 1.483 0.458  0.00
H -7.124 -0.315 3.763  0.00
H -5.263 -5.020 1.851  0.00
H 1.676 -1.481 1.583  0.00
H -5.002 1.880 -6.794  0.00
H 1.230 -3.590 4.722  0.00
H -6.318 0.183 2.062  0.00
H -0.223 1.313 8.244  0.00
H 0.570 -3.916 7.309  0.00
H -6.249 6.052 -3.829  0.00
H 6.225 -2.918 7.743  0.00
H 0.052 2.958 7.613  0.00
H 5.030 5.028 -2.813  0.00
H 1.772 -4.032 8.471  0.00
H -4.831 2.920 7.256  0.00
H 8.422 -2.259 -0.868  0.00
H 4.515 3.571 -3.738  0.00
H 2.758 8.273 -2.293  0.00
H 4.552 -1.553 8.321  0.00
H 6.523 -3.589 6.235  0.00
H 2.859 -0.555 0.872  0.00
H -0.989 5.160 7.112  0.00
H -4.197 -0.093 -8.680  0.00
H -2.054 -6.069 -3.078  0.00
H 3.076 -1.295 -7.527  0.00
H 6.750 -2.272 -4.157  0.00
H 9.158 0.706 -3.296  0.00
H 1.160 -1.795 -3.388  0.00
H 5.070 4.267 0.474  0.00
H 1.873 -5.697 -4.552  0.00
H -2.612 -4.631 -0.420  0.00
H 1.737 7.072 -0.386  0.00
H 6.437 1.647 -1.016  0.00
H -2.690 1.890 8.408  0.00
H -2.834 -6.330 -0.395  0.00
H 3.500 -5.160 0.655  0.00
H 3.146 -6.073 5.550  0.00
H -0.566 0.137 -4.759  -0.01
H -7.491 -3.264 6.159  0.00
H 0.628 -8.807 0.229  0.00
H -8.231 -2.594 1.919  0.00
H 9.645 -1.004 -3.225  0.00
H 2.588 -2.125 3.738  0.00
H -4.605 4.718 7.019  0.00
H 2.936 -0.647 -5.346  0.00
H -3.309 -0.995 2.988  0.00
H 1.522 -1.405 -7.961  0.00
H -7.684 5.768 -2.201  0.00
H 4.423 -5.727 -4.709  0.00
H 4.317 4.974 -4.531  0.00
H 1.515 -5.972 6.296  0.00
H -4.739 4.449 -3.742  0.00
H 6.285 -0.066 -4.252  0.00
H -3.678 -1.064 -3.425  0.00
H -2.982 4.610 -0.525  0.00
H -7.254 -5.107 3.168  0.00
H 2.002 2.902 -3.189  0.00
H 4.602 -5.076 8.067  0.00
H 7.274 0.692 1.866  0.00
H -0.279 -5.814 -3.237  0.00
H 1.518 -4.751 2.318  0.00
H -3.432 5.235 -3.032  0.00
H 0.123 -3.918 1.691  0.00
H 8.728 0.119 1.044  0.00
H 1.219 -0.635 -5.317  0.00
H 0.335 -3.482 -1.858  0.00
H 4.862 -1.396 4.663  0.00
H 2.920 -6.334 7.272  0.00
H -0.054 4.079 5.527  0.00
H 1.413 6.277 -2.610  0.00
H -8.023 6.146 -0.591  0.00
H -4.008 -1.584 -5.847  0.02
H -4.417 0.245 3.656  0.00
H -8.113 7.406 -1.786  0.00
H -4.279 7.531 -2.070  0.00
H 0.758 -4.165 -6.163  0.00
H -1.814 -5.597 0.793  0.00
H 2.706 2.673 -1.187  0.00
H -3.997 -3.314 3.185  0.00
H 8.906 -0.425 -4.598  0.00
H 2.627 -0.716 -3.158  0.00
H 1.925 0.297 1.987  0.00
H -6.696 5.032 0.650  0.00
H -0.888 0.628 -7.710  0.00
H 0.190 -2.934 -5.109  0.00
H 5.044 -0.493 7.126  0.00
H 3.308 -0.848 7.395  0.00
H -5.727 7.779 0.997  0.00
H 2.181 5.476 1.872  0.00
H 4.551 1.017 -2.672  0.00
H 3.281 -4.952 -0.884  0.00
H -4.665 6.867 -4.316  0.00
H 0.863 4.102 -3.060  0.00
H 2.855 -4.247 4.410  0.00
H -1.202 -4.524 -3.024  0.00
H -1.487 0.826 6.390  0.00
H -6.698 -1.290 1.170  0.00
H -1.501 2.217 -7.915  0.00
H -5.739 8.403 -2.725  0.00
H 1.584 -2.492 7.565  0.00
H -4.296 2.151 -8.412  0.00
H -3.221 3.264 -1.646  0.00
H -8.644 -4.159 5.385  0.00
H 5.146 5.722 -0.688  0.00
H -1.202 1.706 -3.916  -0.01
H -4.139 -2.805 1.485  0.00
H -6.663 3.816 -2.677  0.00
H 6.631 -1.801 1.135  0.00
H -0.858 -0.623 1.464  0.00
H -4.288 3.371 -0.270  0.00
H -2.312 0.785 4.330  0.00
H 2.591 6.626 -3.918  0.00
H -5.593 2.519 -1.833  0.00
H 6.989 1.178 -3.408  0.00
H -1.220 1.604 3.234  0.00
H -2.140 -0.459 -2.871  0.01
H 0.810 -0.686 -0.820  0.00
H 1.095 4.860 0.577  0.00
H 2.676 -2.742 -8.348  0.00
H 4.061 -4.471 -6.854  0.00
H 2.340 -7.166 -0.238  0.00
H -2.163 -1.532 -4.261  0.00
H 6.131 -2.071 -0.497  0.00
H 4.785 5.906 1.066  0.00
H -9.020 -1.854 3.330  0.00
H -0.816 4.348 3.889  0.00
H -1.882 3.170 9.087  0.00
H 5.139 -1.133 0.637  0.00
H -5.343 8.823 -0.288  0.00
H -4.640 1.528 -4.428  0.00
H -8.744 -2.389 5.476  0.00
H -9.387 -3.473 2.928  0.00
H -4.281 3.879 8.575  0.00
H 1.832 -7.192 1.426  0.00
H 0.459 3.141 4.158  0.00
H 4.260 -2.227 -3.681  0.00
H -1.207 2.957 -5.708  0.00
H 2.458 3.891 1.287  0.00
H 0.068 -5.524 2.224  0.00
H -5.101 -0.533 0.970  0.00
H -4.294 3.604 4.861  0.00
H 0.328 -7.336 -1.852  0.00
H 8.104 -2.834 -3.235  0.00
H -2.309 5.468 8.250  0.00
H 4.820 -4.950 -3.248  0.00
H -1.186 -8.068 -1.415  0.00
H -3.610 1.738 -3.003  0.01
H 2.419 -1.483 5.423  0.00
H -3.702 2.983 -6.999  0.00
H -0.448 -7.694 1.058  0.00
H -6.068 -4.496 4.347  0.00
H -6.662 3.424 -0.994  0.00
H 2.300 -5.439 -2.840  0.00
H 4.753 -0.604 -2.154  0.00
H 0.192 1.949 -5.988  0.00
H -1.242 -0.935 -0.241  0.00
H -2.769 2.198 3.491  0.00
H -6.940 8.511 0.271  0.00

As for the multiplicity: 2. Its net charge is +1. Its LUMO energy (spin up / spin down) is -2.6 / -6.4 eV. As for the expectation value of S²: 0.754. The HOMO-LUMO gap (spin up / spin down) comes out at 6.42 / 2.57 eV.